Computed, not measured: a cluster of 2 separate species, C3H11N2 in total at a distorted geometry, with ωB97M-V/def2-TZVPD.

```
! RIJCOSX wB97M-V def2-TZVPD def2/J DEFGRID3
* xyz 1 1
C -2.52 0.64 -0.06
N -1.30 0.27 0.73
H -3.42 0.34 0.47
H -2.53 1.70 -0.28
H -2.52 0.04 -0.97
H -1.11 -0.73 0.66
H -1.46 0.47 1.72
H -0.41 0.66 0.36
C 1.66 -1.47 0.23
C 1.33 -0.55 -0.66
N 1.32 0.84 -0.40
H 2.09 -1.24 1.20
H 1.64 -2.54 0.15
H 1.13 -0.86 -1.69
H 1.43 1.45 -1.20
H 2.10 1.05 0.21
*
```

F_max = 1.4 eV/A
HOMO energy = -0.4854 Ha
LUMO level = -3.22 eV
Orbital gap = 9.98 eV
Electronic energy = -230.14606 Eh
Energy above the lowest of the compared OMol25 structures with the same formula, charge and spin = 95.3 kJ/mol

Löwdin atomic charge list, values in e, 5 entries: number 1, C, carries -0.01; number 2, N, carries 0.13; number 3, H, carries 0.10; number 4, H, carries 0.10; number 5, H, carries 0.10